# 1
{"formula": "C45H44BrIMnN10O3", "method": "ωB97M-V/def2-TZVPD", "energy_ha": -6536.75732, "multiplicity": 2, "total_charge": 2, "gap_ev": [4.23, 4.30], "lumo_ev": [-8.4549, -8.3797], "symbols": ["Mn", "C", "C", "C", "C", "C", "C", "C", "N", "C", "C", "C", "C", "C", "C", "C", "N", "C", "C", "C", "C", "H", "H", "H", "H", "H", "H", "H", "H", "H", "H", "H", "H", "H", "H", "H", "H", "H", "H", "H", "H", "H", "H", "H", "H", "C", "N", "C", "N", "C", "N", "C", "C", "C", "C", "C", "C", "C", "N", "N", "C", "O", "C", "C", "C", "C", "C", "C", "N", "C", "N", "C", "N", "C", "H", "H", "H", "H", "H", "H", "H", "H", "H", "H", "H", "H", "H", "H", "H", "H", "I", "Br", "C", "C", "C", "C", "C", "C", "C", "O", "O", "H", "H", "H", "H"], "xyz": [[0.143, -0.081, 0.273], [-3.339, 3.008, 5.556], [-2.593, 3.767, 4.460], [-1.515, 4.650, 5.107], [-3.592, 4.647, 3.690], [-1.933, 2.830, 3.462], [-1.128, 3.337, 2.437], [-0.556, 2.489, 1.520], [-0.744, 1.159, 1.565], [-1.490, 0.645, 2.550], [-2.096, 1.449, 3.499], [-1.539, -0.826, 2.548], [-2.102, -1.563, 3.569], [-1.986, -2.952, 3.602], [-1.240, -3.525, 2.578], [-0.736, -2.738, 1.564], [-0.909, -1.412, 1.509], [-2.624, -3.751, 4.725], [-4.123, -3.416, 4.782], [-2.462, -5.256, 4.514], [-1.951, -3.350, 6.047], [-3.779, 3.724, 6.249], [-2.670, 2.365, 6.133], [-4.156, 2.405, 5.155], [-1.980, 5.295, 5.853], [-1.020, 5.295, 4.381], [-0.756, 4.048, 5.608], [-4.067, 5.344, 4.381], [-4.374, 4.044, 3.226], [-3.101, 5.232, 2.912], [-0.943, 4.398, 2.344], [0.064, 2.859, 0.717], [-2.691, 0.997, 4.277], [-2.611, -1.050, 4.370], [-1.055, -4.588, 2.541], [-0.202, -3.196, 0.747], [-4.617, -3.653, 3.839], [-4.303, -2.364, 5.010], [-4.594, -4.006, 5.567], [-2.887, -5.582, 3.562], [-2.990, -5.786, 5.306], [-1.416, -5.565, 4.558], [-2.103, -2.295, 6.278], [-0.877, -3.546, 6.019], [-2.378, -3.934, 6.863], [3.386, -3.668, -2.470], [2.743, -2.437, -2.011], [1.900, -2.277, -1.001], [1.419, -1.039, -1.027], [2.038, -0.477, -2.105], [2.832, -1.302, -2.732], [2.405, -4.613, -3.126], [2.725, -5.963, -3.224], [1.858, -6.842, -3.857], [0.660, -6.388, -4.385], [0.337, -5.040, -4.279], [1.211, -4.154, -3.659], [-0.940, -4.559, -4.805], [-1.894, -5.232, -5.335], [-2.903, -4.313, -5.636], [-2.466, -3.167, -5.259], [-1.220, -3.230, -4.718], [-3.148, -1.873, -5.284], [-4.482, -1.807, -5.687], [-5.140, -0.592, -5.666], [-4.486, 0.553, -5.223], [-3.158, 0.490, -4.826], [-2.456, 1.727, -4.328], [-2.037, 1.579, -2.927], [-0.900, 1.124, -2.438], [-0.976, 1.059, -1.106], [-2.260, 1.474, -0.857], [-2.921, 1.798, -1.931], [-2.486, -0.725, -4.873], [3.875, -4.139, -1.618], [4.157, -3.349, -3.170], [1.679, -3.040, -0.275], [1.931, 0.555, -2.387], [3.656, -6.331, -2.810], [2.118, -7.889, -3.934], [-0.027, -7.064, -4.875], [0.945, -3.105, -3.611], [-4.982, -2.710, -6.008], [-6.172, -0.532, -5.983], [-5.017, 1.496, -5.188], [-3.123, 2.585, -4.352], [-1.565, 1.959, -4.912], [-0.049, 0.882, -3.048], [-2.699, 1.542, 0.121], [-1.441, -0.789, -4.595], [-1.673, -1.904, -1.385], [5.327, -0.362, 5.446], [4.934, 0.427, 3.784], [5.863, 1.265, 3.180], [5.571, 1.859, 1.959], [4.356, 1.622, 1.341], [3.439, 0.771, 1.954], [3.722, 0.163, 3.176], [2.174, 0.483, 1.291], [1.699, 1.183, 0.341], [1.429, -0.512, 1.621], [6.812, 1.451, 3.664], [6.299, 2.509, 1.494], [4.113, 2.090, 0.397], [3.002, -0.496, 3.642]]}

---

# 2
{"formula": "C45H44ClN6O2PTl", "method": "ωB97M-V/def2-TZVPD", "energy_ha": -3194.34448, "multiplicity": 1, "total_charge": -1, "gap_ev": 5.83, "lumo_ev": 2.1740, "de_lowest_kcal_mol": 35.30, "symbols": ["Tl", "C", "N", "C", "C", "N", "C", "C", "C", "C", "C", "C", "N", "C", "N", "C", "C", "C", "C", "C", "C", "N", "H", "H", "H", "H", "H", "H", "H", "H", "H", "H", "H", "H", "H", "H", "H", "C", "P", "C", "C", "C", "C", "C", "C", "C", "C", "C", "C", "C", "C", "H", "H", "H", "H", "H", "H", "H", "H", "H", "H", "H", "H", "H", "C", "C", "C", "C", "C", "C", "N", "C", "C", "C", "C", "C", "C", "C", "O", "O", "C", "C", "H", "H", "H", "H", "H", "H", "H", "H", "H", "H", "H", "H", "H", "H", "Cl", "C", "H", "H"], "xyz": [[0.488, 1.799, -1.452], [0.164, -2.038, -1.248], [0.945, -1.099, -2.011], [2.348, -1.406, -2.151], [3.083, -1.192, -0.858], [2.560, -0.764, 0.252], [3.604, -0.747, 1.171], [3.601, -0.395, 2.517], [4.797, -0.482, 3.210], [5.976, -0.914, 2.587], [5.994, -1.277, 1.250], [4.789, -1.185, 0.563], [4.422, -1.475, -0.739], [-0.960, -1.359, -0.520], [-1.233, -0.086, -0.489], [-2.297, 0.050, 0.409], [-2.981, 1.194, 0.823], [-3.965, 1.035, 1.781], [-4.296, -0.227, 2.297], [-3.654, -1.374, 1.862], [-2.650, -1.204, 0.915], [-1.791, -2.089, 0.284], [0.819, -2.460, -0.483], [-0.243, -2.875, -1.835], [0.534, -0.836, -2.899], [2.757, -0.745, -2.919], [2.544, -2.437, -2.484], [2.692, -0.049, 2.994], [4.823, -0.211, 4.259], [6.894, -0.963, 3.161], [6.903, -1.617, 0.767], [5.026, -1.780, -1.480], [-2.735, 2.165, 0.408], [-4.490, 1.909, 2.150], [-5.071, -0.303, 3.051], [-3.919, -2.354, 2.244], [-1.763, -3.085, 0.403], [-0.919, 1.409, -5.803], [-1.012, 0.399, -4.241], [-2.228, -0.936, -4.644], [-3.090, -1.400, -3.646], [-3.951, -2.467, -3.871], [-3.982, -3.085, -5.116], [-3.149, -2.622, -6.125], [-2.280, -1.563, -5.888], [0.600, -0.749, -4.803], [1.795, -0.015, -4.731], [3.049, -0.599, -4.855], [3.160, -1.980, -5.005], [2.002, -2.746, -5.016], [0.750, -2.137, -4.918], [-0.554, 0.808, -6.632], [-0.230, 2.240, -5.651], [-1.896, 1.825, -6.043], [-3.084, -0.915, -2.673], [-4.599, -2.818, -3.076], [-4.652, -3.917, -5.298], [-3.168, -3.098, -7.100], [-1.613, -1.232, -6.676], [1.731, 1.059, -4.551], [3.945, 0.014, -4.820], [4.131, -2.448, -5.111], [2.073, -3.827, -5.097], [-0.129, -2.774, -4.929], [-0.713, -1.614, 5.742], [-1.239, -0.199, 5.776], [-2.243, 0.124, 6.679], [-2.782, 1.403, 6.690], [-2.271, 2.368, 5.847], [-1.237, 2.076, 4.946], [-0.810, 3.148, 4.152], [0.407, 3.277, 3.480], [1.607, 3.086, 4.171], [2.825, 3.235, 3.531], [2.872, 3.581, 2.187], [1.683, 3.776, 1.497], [0.447, 3.650, 2.120], [-0.824, 3.851, 1.293], [-1.821, 4.350, 1.864], [-0.784, 3.451, 0.100], [-0.754, 0.754, 4.868], [0.180, 0.288, 3.775], [-1.023, -2.156, 6.636], [0.377, -1.637, 5.685], [-1.096, -2.150, 4.868], [-2.615, -0.631, 7.364], [-3.586, 1.651, 7.372], [-2.661, 3.380, 5.861], [-1.544, 3.648, 3.640], [1.568, 2.818, 5.222], [3.746, 3.090, 4.086], [3.825, 3.684, 1.681], [1.701, 4.039, 0.448], [1.226, 0.272, 4.098], [0.116, 0.922, 2.896], [-0.094, -0.722, 3.464], [-1.848, 3.136, -3.096], [-2.599, 1.548, -3.563], [-3.436, 1.794, -4.224], [-3.012, 1.161, -2.628]]}

---

# 3
{"formula": "C45H44F7NO3S", "method": "ωB97M-V/def2-TZVPD", "energy_ha": -3118.75660, "multiplicity": 1, "total_charge": 0, "gap_ev": 9.29, "lumo_ev": 0.2943, "de_lowest_kcal_mol": 0.00, "symbols": ["C", "C", "C", "N", "O", "S", "O", "O", "H", "H", "H", "H", "H", "H", "H", "H", "H", "F", "C", "C", "C", "C", "C", "C", "H", "H", "H", "H", "H", "F", "C", "C", "C", "C", "C", "C", "H", "H", "H", "H", "H", "F", "C", "C", "C", "C", "C", "C", "H", "H", "H", "H", "H", "F", "C", "C", "C", "C", "C", "C", "H", "H", "H", "H", "H", "F", "C", "C", "C", "C", "C", "C", "H", "H", "H", "H", "H", "F", "C", "C", "C", "C", "C", "C", "H", "H", "H", "H", "H", "F", "C", "C", "C", "C", "C", "C", "H", "H", "H", "H", "H"], "xyz": [[-0.731, 2.852, 1.526], [-1.238, 4.322, 1.280], [-2.376, 4.196, 0.202], [-3.357, 5.275, 0.301], [-4.499, 5.073, -0.476], [-5.621, 3.948, 0.107], [-5.296, 2.611, -0.467], [-5.290, 3.736, 1.734], [0.324, 2.826, 1.881], [-1.379, 2.301, 2.230], [-0.746, 2.370, 0.526], [-1.606, 4.790, 2.210], [-0.366, 4.862, 0.866], [-2.792, 3.172, 0.241], [-1.858, 4.300, -0.772], [-3.562, 5.549, 1.255], [-5.926, 4.275, 2.219], [1.545, 1.550, 2.852], [2.130, 1.589, 4.067], [2.237, 0.416, 4.788], [2.845, 0.440, 6.036], [3.325, 1.639, 6.551], [3.204, 2.813, 5.815], [2.607, 2.789, 4.560], [1.849, -0.501, 4.369], [2.944, -0.474, 6.608], [3.795, 1.658, 7.526], [3.575, 3.747, 6.217], [2.512, 3.691, 3.968], [2.040, -2.476, 4.547], [1.958, -3.332, 3.506], [2.914, -4.319, 3.350], [2.815, -5.190, 2.272], [1.770, -5.055, 1.361], [0.821, -4.054, 1.534], [0.912, -3.192, 2.615], [3.724, -4.401, 4.064], [3.552, -5.972, 2.140], [1.699, -5.731, 0.518], [0.015, -3.946, 0.829], [0.177, -2.411, 2.768], [-0.691, -2.016, 0.217], [-1.535, -1.871, -0.826], [-1.897, -0.599, -1.228], [-2.759, -0.448, -2.306], [-3.254, -1.570, -2.962], [-2.885, -2.843, -2.544], [-2.016, -2.997, -1.472], [-1.506, 0.262, -0.701], [-3.044, 0.543, -2.635], [-3.928, -1.450, -3.800], [-3.274, -3.715, -3.053], [-1.710, -3.980, -1.138], [-0.369, 3.048, -2.238], [0.310, 3.754, -3.160], [0.983, 4.899, -2.774], [1.687, 5.624, -3.726], [1.701, 5.202, -5.051], [1.017, 4.052, -5.424], [0.320, 3.319, -4.473], [0.953, 5.216, -1.739], [2.223, 6.518, -3.436], [2.248, 5.772, -5.793], [1.025, 3.726, -6.456], [-0.213, 2.416, -4.742], [4.018, -0.898, -5.244], [3.360, -1.337, -4.155], [1.995, -1.130, -4.061], [1.316, -1.587, -2.939], [2.009, -2.236, -1.923], [3.381, -2.432, -2.030], [4.062, -1.985, -3.155], [1.474, -0.616, -4.860], [0.247, -1.438, -2.857], [1.479, -2.588, -1.046], [3.920, -2.932, -1.236], [5.128, -2.136, -3.260], [-2.862, -2.821, -6.202], [-2.174, -2.047, -7.060], [-1.487, -0.946, -6.579], [-0.772, -0.152, -7.466], [-0.761, -0.460, -8.821], [-1.459, -1.566, -9.290], [-2.167, -2.369, -8.405], [-1.514, -0.718, -5.520], [-0.225, 0.708, -7.100], [-0.206, 0.163, -9.512], [-1.453, -1.803, -10.346], [-2.710, -3.239, -8.751], [2.009, -2.410, 8.762], [0.729, -2.540, 8.363], [-0.218, -2.996, 9.262], [-1.538, -3.125, 8.849], [-1.892, -2.805, 7.543], [-0.928, -2.352, 6.651], [0.390, -2.213, 7.063], [0.079, -3.247, 10.273], [-2.289, -3.474, 9.545], [-2.921, -2.910, 7.222], [-1.203, -2.107, 5.632], [1.148, -1.855, 6.388]]}

---

# 4
{"formula": "C45H44N10O3ReSSbSe4", "method": "ωB97M-V/def2-TZVPD", "energy_ha": -12836.99053, "multiplicity": 2, "total_charge": -1, "gap_ev": [3.42, 3.42], "lumo_ev": [0.6390, 0.6387], "symbols": ["Re", "O", "C", "O", "C", "C", "C", "C", "C", "C", "S", "H", "H", "H", "H", "C", "N", "C", "N", "C", "N", "C", "C", "C", "C", "C", "C", "C", "N", "N", "C", "O", "C", "C", "C", "C", "C", "C", "N", "C", "N", "C", "N", "C", "H", "H", "H", "H", "H", "H", "H", "H", "H", "H", "H", "H", "H", "H", "H", "H", "C", "C", "C", "C", "C", "C", "C", "N", "C", "C", "C", "C", "C", "C", "C", "N", "C", "C", "C", "C", "H", "H", "H", "H", "H", "H", "H", "H", "H", "H", "H", "H", "H", "H", "H", "H", "H", "H", "H", "H", "H", "H", "H", "H", "Se", "Sb", "Se", "Se", "Se"], "xyz": [[0.531, -1.311, -0.524], [2.596, -3.229, -1.948], [2.274, -3.653, -0.840], [1.962, -2.887, 0.146], [2.085, -5.125, -0.603], [3.152, -5.974, -0.352], [2.939, -7.333, -0.197], [1.670, -7.864, -0.368], [0.594, -7.034, -0.615], [0.807, -5.664, -0.684], [-0.689, -4.670, -0.736], [4.145, -5.555, -0.253], [3.781, -7.973, 0.034], [1.513, -8.931, -0.319], [-0.403, -7.419, -0.757], [3.941, 1.034, -4.549], [2.886, 0.323, -3.862], [2.823, -0.139, -2.610], [1.587, -0.543, -2.347], [0.934, -0.315, -3.522], [1.690, 0.209, -4.436], [3.515, 2.482, -4.679], [3.193, 3.056, -5.904], [2.711, 4.360, -5.956], [2.525, 5.098, -4.807], [2.857, 4.537, -3.572], [3.357, 3.229, -3.530], [2.693, 5.212, -2.320], [2.280, 6.415, -2.015], [2.308, 6.530, -0.684], [2.740, 5.394, -0.197], [3.004, 4.504, -1.196], [2.962, 4.951, 1.143], [2.671, 5.720, 2.275], [2.875, 5.186, 3.528], [3.355, 3.889, 3.691], [3.665, 3.124, 2.573], [4.062, 1.668, 2.662], [2.958, 0.927, 2.100], [2.839, 0.267, 0.942], [1.579, -0.052, 0.740], [0.951, 0.447, 1.818], [1.749, 1.046, 2.658], [3.465, 3.656, 1.317], [4.072, 0.582, -5.535], [4.862, 0.931, -3.967], [3.666, -0.237, -1.957], [-0.096, -0.555, -3.715], [3.299, 2.485, -6.812], [2.465, 4.790, -6.915], [2.124, 6.099, -4.834], [3.603, 2.798, -2.570], [2.278, 6.714, 2.139], [2.637, 5.769, 4.404], [3.458, 3.470, 4.680], [4.201, 1.351, 3.699], [4.959, 1.441, 2.078], [3.662, 0.022, 0.299], [-0.104, 0.382, 2.000], [3.667, 3.054, 0.441], [-2.783, -3.311, 5.438], [-3.511, -3.311, 4.083], [-4.757, -2.434, 4.204], [-3.936, -4.739, 3.713], [-2.549, -2.800, 3.032], [-1.294, -3.425, 2.893], [-0.407, -2.965, 1.957], [-0.661, -1.942, 1.136], [-1.876, -1.294, 1.245], [-2.813, -1.741, 2.194], [-2.054, -0.158, 0.383], [-3.132, 0.739, 0.482], [-3.170, 1.901, -0.249], [-2.084, 2.150, -1.119], [-1.082, 1.225, -1.236], [-1.040, 0.089, -0.533], [-4.301, 2.901, -0.153], [-5.365, 2.507, 0.875], [-3.712, 4.261, 0.251], [-4.971, 3.000, -1.530], [-3.468, -3.598, 6.232], [-2.399, -2.316, 5.665], [-1.952, -4.012, 5.443], [-5.400, -2.825, 4.988], [-5.324, -2.424, 3.277], [-4.491, -1.415, 4.473], [-4.563, -5.156, 4.499], [-3.073, -5.386, 3.586], [-4.493, -4.744, 2.778], [-1.006, -4.276, 3.488], [0.551, -3.463, 1.823], [-3.764, -1.239, 2.223], [-3.924, 0.489, 1.165], [-2.017, 3.044, -1.715], [-0.271, 1.389, -1.944], [-4.946, 2.439, 1.877], [-5.830, 1.559, 0.617], [-6.140, 3.270, 0.893], [-3.170, 4.178, 1.192], [-4.508, 4.990, 0.384], [-3.031, 4.639, -0.507], [-5.373, 2.032, -1.822], [-4.260, 3.312, -2.291], [-5.782, 3.724, -1.499], [-4.259, -4.052, -2.732], [-1.895, -4.370, -3.179], [-0.532, -2.724, -1.760], [-1.677, -6.798, -3.446], [-1.391, -3.607, -5.451]]}